Record 1
The following is a DFT calculation (ωB97M-V with the def2-TZVPD basis set) of a molecular structure, C38H32BaN6O5.

## Properties
HOMO level ... -0.0744 Eh
Relative energy (zero: lowest compared OMol25 entry of this formula, charge and spin) ... 9.6 kcal/mol
LUMO energy ... 4.261 eV
Gap between HOMO and LUMO ... 6.2865 eV
Charge ... -2

Last column: Löwdin charge in e.
CARTESIAN COORDINATES (ANGSTROEM)
Ba: -0.120857 0.061312 0.203600  1.770
O: -4.991976 -1.358700 1.582939  0.038
O: 0.001021 4.672190 1.363254  0.045
O: -4.104335 -2.503487 -0.973626  0.019
O: -0.276220 3.273860 3.905300  0.009
O: 0.266081 0.059754 -2.129273  -0.599
N: -0.836801 -2.813066 0.286072  0.031
N: -2.976884 -1.057889 0.463781  0.082
N: -0.225320 2.388770 1.760840  0.006
N: -0.283339 -0.125112 3.136937  0.035
N: -3.292260 1.309587 2.407658  0.153
N: -1.901512 2.295464 -0.444131  0.045
C: 0.473482 -1.164744 -4.171181  -0.058
C: -0.432371 3.556861 1.102839  -0.471
C: -0.525106 -4.318253 -2.029239  -0.071
C: 0.482102 -1.423812 4.973519  -0.072
C: 3.420755 -0.254686 1.960317  -0.187
C: 0.599172 0.191780 -3.457902  -0.804
C: 4.117092 -2.946282 -1.967376  -0.116
C: -1.322370 3.452271 -0.137180  -0.201
C: -0.113783 2.353256 3.098513  -0.497
C: -1.698495 -3.629742 -1.788055  -0.015
C: -2.456350 4.537096 -1.937011  -0.075
C: 5.582961 -1.307003 1.638636  -0.096
C: -1.813121 -2.878014 -0.624957  -0.223
C: 3.745894 -1.622688 0.056055  -0.232
C: -3.108937 -2.123704 -0.359016  -0.490
C: -0.126031 -1.302948 3.736087  -0.135
C: -5.052725 1.597947 0.814147  -0.039
C: -2.743672 2.223184 -1.469503  -0.148
C: 3.310791 -2.162263 -1.186038  -0.080
C: -4.114334 0.816088 1.485114  -0.220
C: -0.344595 1.197571 -4.137004  -0.065
C: -5.099389 2.954491 1.072492  -0.093
C: -4.225644 3.483339 2.011267  -0.078
C: 2.842353 -0.815482 0.831671  -0.146
C: 4.760421 -0.488131 2.364612  -0.127
C: 0.759316 0.954792 4.976929  -0.017
C: 5.092194 -1.894782 0.447243  -0.199
C: -1.581097 4.609423 -0.868979  -0.011
C: 0.142922 0.987631 3.726087  -0.213
C: 0.294227 -3.485107 0.042110  -0.157
C: -4.069341 -0.664189 1.169767  -0.491
C: 5.906409 -2.722488 -0.370941  -0.078
C: -3.057515 3.324611 -2.247401  -0.071
C: -3.355353 2.618724 2.659916  -0.137
C: 2.045091 0.695222 -3.595900  -0.052
C: 0.495927 -4.250808 -1.094979  -0.072
C: 5.434398 -3.241417 -1.545845  -0.129
C: 0.940638 -0.268345 5.594560  -0.078
H: -0.105645 1.356243 -5.195590  0.067
H: 6.924967 -2.928269 -0.051806  0.092
H: -2.535913 -3.640487 -2.471383  0.111
H: 1.084409 -3.376473 0.778202  0.103
H: -0.281114 2.155236 -3.612082  0.071
H: 1.448145 -4.740047 -1.250173  0.098
H: 0.604869 -2.395308 5.434713  0.093
H: 2.725435 -0.017239 -3.122817  0.065
H: -4.204122 4.541928 2.237407  0.096
H: 3.753314 -3.328885 -2.915739  0.087
H: 2.306533 -1.899322 -1.504872  0.077
H: -2.672208 5.421490 -2.525543  0.095
H: 1.432895 -0.326030 6.558620  0.095
H: 5.135833 -0.014458 3.269439  0.081
H: 2.344457 0.833806 -4.641711  0.068
H: 2.834387 0.400850 2.606010  0.056
H: -3.746613 3.230736 -3.076509  0.097
H: -0.546223 -1.539185 -4.045502  0.071
H: 1.158298 -1.878416 -3.703251  0.063
H: -5.712080 1.132081 0.092017  0.117
H: 6.606513 -1.500132 1.947759  0.087
H: -1.373496 0.834877 -4.057416  0.071
H: -3.175126 1.244331 -1.658064  0.115
H: -5.798017 3.592616 0.542721  0.096
H: -0.397414 -4.886511 -2.943321  0.101
H: 1.071799 1.883426 5.431879  0.109
H: 2.139501 1.650824 -3.072866  0.077
H: 6.074507 -3.864895 -2.161138  0.080
H: -1.094295 5.527415 -0.574840  0.107
H: -0.510378 -2.158707 3.188779  0.103
H: 0.703707 -1.103920 -5.241401  0.068
H: -2.660442 3.000343 3.401749  0.096

Atoms 1-3, force components in eV/Å:
Ba -0.119 -0.290 0.470
O -0.040 0.036 -0.011
O 0.031 -0.072 0.040



Record 2
The following is a DFT calculation (ωB97M-V with the def2-TZVPD basis set) of a molecular structure, C38H32Cl3F5N2O4S3SiW.

## Properties
HOMO level (alpha / beta) ... -0.2633 / -0.2765 Eh
Relative energy (zero: lowest compared OMol25 entry of this formula, charge and spin) ... 0.0 kcal/mol
LUMO energy (alpha / beta) ... 0.142 / -0.202 eV
Gap between HOMO and LUMO (alpha / beta) ... 7.3063 / 7.3209 eV
Spin multiplicity ... 3

Last column: Mulliken spin population.
CARTESIAN COORDINATES (ANGSTROEM)
W: -0.132454 0.225221 -0.201385  1.751
Cl: 3.911136 2.632436 -1.964222  0.001
Cl: 5.155207 0.124566 -1.269555  0.000
Cl: 3.711890 0.370426 -3.738154  0.001
S: -3.549336 2.298094 1.727163  0.015
S: 3.071454 -0.568157 1.608304  0.021
S: -0.460317 2.306160 1.200730  -0.066
Si: -1.007982 -1.507078 2.595421  -0.010
F: -1.732707 2.475279 -1.496926  0.007
F: -2.082571 0.540649 -2.409581  0.007
F: 0.321988 2.987887 -2.893170  0.001
F: 0.571200 0.950410 -3.614244  0.003
F: -1.183531 2.076569 -4.143900  -0.001
O: 1.566644 1.260649 -1.017468  -0.008
O: 1.628818 -0.155467 1.408536  -0.003
O: 2.254722 -0.820826 -1.188362  0.008
O: -0.342300 -1.616187 -1.813367  0.062
N: -0.706344 -1.507888 0.841035  0.078
N: -2.161395 0.610281 0.401859  -0.042
C: 3.580682 -2.596602 3.321602  0.000
C: 3.702118 -3.206601 4.562844  0.000
C: 3.749173 0.880206 -2.038683  -0.004
C: 1.139839 -2.093306 -3.647537  -0.005
C: -4.386210 0.991421 0.916516  -0.004
C: 3.938969 0.971572 1.933886  0.000
C: 0.312724 -1.988462 -5.908193  0.000
C: 3.085623 -1.134092 5.633463  0.000
C: 1.349994 -2.214191 -5.013697  0.002
C: -5.750983 0.732956 0.872398  0.003
C: -3.472403 0.181977 0.243170  0.032
C: -0.919430 -3.988709 -1.896007  -0.008
C: -0.011867 -2.877186 3.426840  0.007
C: -0.573481 0.012298 3.600413  0.019
C: -1.171027 -1.547647 -4.066626  -0.005
C: -0.919499 -2.717957 0.187802  -0.001
C: -2.855018 -1.766362 2.873707  0.007
C: -0.722138 -2.815813 -1.191543  0.041
C: 3.216435 -1.259772 3.251392  0.003
C: 2.966411 -0.518445 4.399511  0.000
C: -1.379407 -3.886350 0.818129  -0.001
C: 3.455950 -2.474975 5.715264  0.001
C: 5.299537 3.340622 2.306973  0.000
C: -6.182455 -0.358021 0.139034  -0.002
C: -0.949485 -1.658637 -5.431728  0.001
C: -2.053810 1.702010 1.114952  0.062
C: 2.428344 0.378224 -1.354921  -0.001
C: -1.345430 -5.134653 -1.234883  0.006
C: 5.270521 0.936030 2.332355  0.000
C: -1.070886 1.329916 -1.889273  -0.010
C: -0.317171 1.843916 -3.149013  0.012
C: -3.909426 -0.921201 -0.479972  0.003
C: -5.266541 -1.177847 -0.527448  0.005
C: 3.972274 3.360796 1.910271  -0.001
C: 5.947588 2.126616 2.523546  0.000
C: -1.582017 -5.071675 0.125968  -0.003
C: 3.283123 2.166665 1.718033  0.002
C: -0.115229 -1.741557 -3.198640  0.033
H: 2.677059 0.523940 4.325952  0.001
H: 5.838294 4.270671 2.444023  0.000
H: -3.193745 -1.558510 -0.984712  -0.005
H: -2.152445 -1.314428 -3.676198  0.000
H: 0.655994 -2.447746 4.175479  0.000
H: -1.494137 -6.052963 -1.790125  0.000
H: -1.373244 0.754503 3.625797  0.001
H: -3.028836 -2.492517 3.677541  0.002
H: 2.901100 -0.565874 6.537585  0.000
H: 6.983353 2.112609 2.840046  0.000
H: 2.251766 2.167532 1.398538  -0.003
H: 3.977046 -4.252187 4.628008  0.000
H: -6.452230 1.371740 1.398211  0.000
H: 0.336814 0.498092 3.268311  -0.011
H: 3.770123 -3.153193 2.408429  0.000
H: -0.414916 -0.337666 4.630009  0.000
H: 0.486166 -2.078645 -6.973538  0.000
H: 3.546287 -2.950371 6.684347  0.000
H: 3.466231 4.302090 1.737116  0.000
H: -1.767274 -1.478908 -6.118448  0.000
H: -1.935112 -5.945364 0.661418  0.000
H: -0.671836 -3.586456 3.941404  0.001
H: -0.755435 -4.016556 -2.964062  -0.001
H: 0.589858 -3.442991 2.710941  -0.001
H: -7.241936 -0.574127 0.077876  0.000
H: -3.360844 -2.133241 1.977054  -0.001
H: 1.935676 -2.251720 -2.934921  0.001
H: -5.624721 -2.032101 -1.089194  0.000
H: -3.336967 -0.828330 3.171213  0.000
H: -1.592728 -3.869791 1.879822  0.001
H: 5.771949 -0.014715 2.492163  0.000
H: 2.335376 -2.478167 -5.379702  0.000

Atoms 1-3, force components in eV/Å:
W 0.320 -0.417 0.603
Cl -0.046 -0.012 0.070
Cl -0.067 -0.037 0.140



Record 3
The following is a DFT calculation (ωB97M-V with the def2-TZVPD basis set) of a molecular structure, C38H32CoINP2S2Te.

## Properties
HOMO level (alpha / beta) ... -0.2576 / -0.2591 Eh
LUMO energy (alpha / beta) ... -0.117 / 0.143 eV
Gap between HOMO and LUMO (alpha / beta) ... 6.8920 / 7.1944 eV
Spin multiplicity ... 2

Last column: Mulliken spin population.
CARTESIAN COORDINATES (ANGSTROEM)
I: 0.752193 3.168533 -1.061737  0.023
Te: -0.401020 -0.003727 -3.738646  -0.010
Co: 0.007420 0.187770 -0.994954  1.134
S: 2.209081 -0.609714 -0.800284  -0.066
S: -1.346397 -1.986422 -0.799995  0.038
P: -1.103314 -1.249434 1.058145  -0.012
P: 1.642883 -0.193670 1.098681  0.012
N: -1.608419 1.480475 -1.238606  0.008
C: 3.238158 -3.592612 2.721047  0.000
C: 2.625135 -1.028369 3.584329  0.000
C: -0.400647 -4.614309 4.113785  0.000
C: -2.897950 1.132247 -1.211214  -0.007
C: -0.714327 -2.284364 3.611951  -0.006
C: -3.839898 -1.441277 1.657479  0.001
C: 4.336182 2.839979 1.659646  0.000
C: -1.284390 2.740117 -0.964578  -0.002
C: 2.374489 -1.390616 2.260586  -0.001
C: -4.074250 1.195207 2.492728  -0.002
C: 2.430724 1.362412 1.637153  0.010
C: 0.539596 2.399097 -7.076800  0.000
C: 1.730250 2.263191 2.430103  -0.002
C: 0.790119 0.106640 -6.374479  0.001
C: 1.008774 -0.264344 -7.695432  0.000
C: -3.901867 2.036194 -0.909486  0.003
C: 3.491325 -3.224231 4.034599  -0.001
C: -5.065550 -0.956496 2.081052  0.002
C: 3.182264 -1.940758 4.467352  -0.001
C: 3.631077 3.739044 2.452903  -0.001
C: -5.184822 0.367751 2.499525  0.000
C: -0.492623 -4.919645 2.764600  0.002
C: 2.330715 3.447583 2.841306  -0.001
C: -0.804648 -2.587754 2.252446  0.000
C: 0.316912 1.801570 -4.615206  -0.001
C: -0.687426 -3.905674 1.832478  0.000
C: 0.802164 -0.902672 -5.250115  0.000
C: 0.761407 2.022164 -8.394223  0.000
C: 2.681207 -2.679251 1.835402  -0.002
C: 3.737705 1.654649 1.257798  -0.004
C: -2.717552 -0.610812 1.647053  0.001
C: -2.841464 0.705991 2.066117  -0.013
C: -0.507240 -3.293368 4.537529  -0.003
C: 0.548185 1.447580 -6.063768  -0.001
C: -2.214452 3.712972 -0.637988  0.002
C: -0.027720 0.076488 1.068182  -0.101
C: -3.549890 3.339632 -0.609749  -0.003
C: 0.994909 0.688947 -8.703606  0.000
H: 2.397973 -0.025324 3.923291  0.002
H: 1.778880 4.147813 3.456122  0.000
H: 1.244521 2.066821 -4.109492  0.000
H: 0.741815 2.766674 -9.179543  0.000
H: -6.143296 0.746253 2.832374  0.000
H: 3.379617 -1.649488 5.491158  0.000
H: 1.185065 -1.305804 -7.937370  0.000
H: 5.350110 3.065036 1.353449  0.000
H: 3.474079 -4.593814 2.383373  0.000
H: 2.488118 -2.957276 0.805946  -0.003
H: -0.408596 -5.947202 2.434091  0.000
H: -0.432101 -3.053913 5.590699  0.000
H: -0.397483 2.610417 -4.476012  0.000
H: -3.748673 -2.468064 1.320769  0.002
H: 4.276777 0.958405 0.625635  -0.001
H: -4.930231 1.705325 -0.883819  0.000
H: 3.930418 -3.936235 4.722075  0.000
H: -5.931151 -1.606794 2.089333  0.000
H: 0.365345 -1.854296 -5.541872  0.000
H: -4.162611 2.224273 2.820146  0.000
H: -0.240987 -5.402848 4.838533  0.000
H: -3.098219 0.087878 -1.419912  0.000
H: 4.095887 4.666038 2.764176  0.000
H: -1.897019 4.720822 -0.415957  0.000
H: -4.308315 4.066874 -0.347774  0.000
H: 0.351061 3.438304 -6.834183  0.000
H: -1.958122 1.334775 2.050453  0.005
H: 0.704379 2.032358 2.692884  -0.001
H: 1.802791 -1.079870 -4.856483  0.000
H: 1.156066 0.389320 -9.730998  0.000
H: -0.807257 -1.255197 3.941125  0.001
H: -0.755824 -4.127966 0.774647  -0.002

Atoms 1-3, force components in eV/Å:
I -0.003 0.222 0.052
Te -0.285 0.141 0.487
Co 0.180 -0.701 -0.848